[1]
Density functional theory data (ωB97M-V/def2-TZVPD) for a molecular structure, C35H49CsN9O2PSb2Se4 in a non-equilibrium geometry.

Computed properties:
multiplicity = 1
charge = -2
strongest force on any atom = 1.04 eV/Å
ΔE to the lowest compared entry with this formula, charge and spin = 0.0 kJ/mol
electronic energy = -338894.5972 eV
orbital gap = 4.696 eV

Last column: Mulliken charge in e.
Element x y z (Å)
1 C -2.700 4.705 -2.430  -0.879
2 H 0.065 -3.713 -2.490  0.233
3 H 4.408 1.664 -1.315  0.445
4 H -1.915 4.996 1.825  0.368
5 H 2.001 4.766 -3.039  0.391
6 H 2.061 -0.465 -0.677  -0.519
7 Se -0.740 -3.949 0.658  -0.613
8 P 1.221 0.216 2.198  0.300
9 H 0.669 2.057 0.114  0.413
10 H 1.557 -6.380 -0.004  0.288
11 H -1.086 -1.442 2.113  -0.058
12 H 0.930 -2.930 -1.370  -0.167
13 C -0.585 3.619 0.858  -0.583
14 H 0.197 0.321 5.258  0.204
15 N -1.112 0.423 -4.332  0.233
16 H 0.831 -5.430 -1.887  0.243
17 H 3.599 1.067 0.835  0.186
18 N -4.449 -0.272 3.010  -0.577
19 H -1.986 3.693 3.934  0.423
20 C -0.641 2.186 3.229  -0.218
21 C -1.378 3.354 3.104  -0.902
22 H -4.613 3.790 0.196  0.492
23 C 0.534 -0.963 3.495  2.707
24 H 2.753 2.553 1.302  0.275
25 C 2.464 1.109 -2.039  0.349
26 H 2.084 -0.977 -2.368  0.652
27 C -4.603 -1.356 2.656  0.466
28 C 0.123 2.429 0.976  -0.417
29 H -1.568 -0.290 3.381  0.353
30 Sb -2.636 -4.686 -0.793  1.114
31 Se -1.560 -5.686 -2.795  -0.864
32 C -1.054 1.538 -5.055  0.122
33 H 1.713 -0.583 5.299  0.358
34 C 2.566 -0.328 -1.637  -0.481
35 Cs -1.167 -0.944 -0.538  1.090
36 H -1.198 2.495 -6.979  0.363
37 O 4.169 -2.265 0.826  -0.697
38 Se -3.898 -2.596 -1.381  -0.928
39 H -0.572 4.160 -0.080  0.440
40 H 3.940 -0.825 2.449  0.276
41 H -1.795 -1.752 -6.788  0.467
42 H -5.849 -2.960 2.131  0.346
43 H -3.854 1.643 1.031  0.418
44 H 4.364 2.212 1.951  0.607
45 H 4.790 0.379 3.426  0.546
46 C -1.370 -1.965 -4.105  0.144
47 H 2.923 -5.761 0.839  0.317
48 C -1.592 -0.794 -6.327  -0.771
49 C -3.346 1.392 0.102  0.773
50 H -2.491 5.527 -3.105  0.411
51 C 3.814 -0.087 3.244  -1.912
52 H -3.934 0.627 -0.419  0.423
53 H 1.166 -2.604 2.193  -0.109
54 C 2.633 1.991 4.008  -1.794
55 N 1.527 -4.677 -1.773  -0.204
56 H -0.714 -1.795 -3.254  -0.700
57 H 4.114 4.065 -1.907  0.388
58 H 2.306 -2.268 3.503  0.369
59 C 3.411 1.757 1.658  -1.862
60 N -2.220 2.466 -1.747  0.385
61 H 3.525 -0.604 4.157  0.344
62 H -1.725 0.343 -8.141  0.380
63 N 3.715 -3.390 0.624  1.136
64 H 1.995 2.829 3.722  0.287
65 H -2.370 -2.175 -3.714  0.125
66 H -4.215 5.744 -1.308  0.386
67 H -1.334 -2.010 3.730  0.575
68 C -4.788 -2.729 2.207  -0.214
69 C -3.883 3.745 -0.602  -0.593
70 C -3.140 2.577 -0.783  0.082
71 N 2.948 -3.518 -0.459  -0.417
72 C 2.155 3.738 -2.733  -0.659
73 C 3.496 2.014 -1.780  -0.548
74 C -1.357 -0.736 -4.949  0.211
75 C 1.182 2.775 -2.982  0.039
76 C 2.815 1.006 2.854  2.315
77 C -1.339 4.084 1.924  -0.642
78 H -4.307 -3.428 2.888  0.284
79 H 0.182 -1.413 5.558  0.534
80 C 1.250 -2.302 3.238  -1.663
81 C 0.132 1.704 2.172  0.536
82 N 2.421 -5.856 -0.033  -0.508
83 H -2.387 0.941 0.339  -1.851
84 N 1.027 -3.431 -2.256  -0.116
85 H 3.595 -0.655 -1.491  0.433
86 C 2.324 -4.687 -0.715  0.408
87 H 2.198 1.519 4.890  0.251
88 Sb -0.537 3.402 -4.128  0.789
89 H -4.347 -2.854 1.212  -0.279
90 O 4.002 -4.337 1.381  -0.821
91 Se -4.110 -6.181 0.446  -0.784
92 C -0.951 -1.161 3.158  -2.314
93 C 0.671 -0.621 4.982  -1.987
94 H -1.029 -2.850 -4.639  0.478
95 C 3.332 3.344 -2.113  -0.777
96 C -1.263 1.564 -6.429  -0.865
97 C -1.550 0.366 -7.072  -0.389
98 C -2.008 3.504 -2.554  0.094
99 N 1.326 1.500 -2.625  0.181
100 H -0.683 1.645 4.162  -0.042
101 H 0.771 -3.083 3.835  0.584
102 H 3.611 2.395 4.292  0.542
103 C -3.657 4.823 -1.433  -0.653

Cartesian forces (eV/Å) of the 3 atoms listed first:
0.008 -0.011 -0.017
-0.039 0.105 -0.252
0.001 -0.006 -0.002


[2]
Density functional theory data (ωB97M-V/def2-TZVPD) for a gas-phase ion, C35H50F8NO3 (charge +1) in a non-equilibrium geometry.

Computed properties:
multiplicity = 1
charge = +1
strongest force on any atom = 5.62 eV/Å
electronic energy = -66453.0117 eV
orbital gap = 4.240 eV

Last column: Mulliken charge in e.
Element x y z (Å)
1 C -3.346 -1.402 2.155  0.351
2 C 1.314 0.395 -2.511  -0.442
3 H 3.843 -0.718 -2.552  -0.600
4 C -1.735 1.244 0.275  1.064
5 C -0.711 5.530 1.178  0.607
6 H 6.327 -2.063 -3.369  0.427
7 H 1.050 -0.776 -4.081  0.402
8 H 5.824 0.111 0.686  0.337
9 F 0.655 6.785 2.918  -0.301
10 C 4.423 -2.295 -4.705  0.112
11 H 5.708 -4.174 -4.168  0.281
12 H 6.133 -0.843 -4.743  0.204
13 C 5.841 -0.016 -1.629  -0.868
14 H 2.892 -1.087 1.211  0.379
15 C -7.183 -0.416 1.742  -0.800
16 C 1.370 4.453 2.549  0.757
17 C 1.079 3.085 3.398  -0.556
18 H 1.161 1.178 4.606  0.381
19 F 1.879 4.125 1.253  -0.224
20 H 2.531 -4.027 -3.702  0.094
21 C 4.880 -0.353 -2.883  0.620
22 H -8.130 -0.617 2.385  0.360
23 H -4.283 0.654 2.415  0.149
24 C -4.258 2.616 0.435  -0.308
25 H 3.896 -4.900 -2.731  0.242
26 F 2.448 5.111 3.274  -0.346
27 H -0.026 2.773 3.372  0.153
28 C -4.651 -2.717 0.173  -0.497
29 C 3.695 0.577 -0.067  0.019
30 C 1.744 0.835 3.656  -0.620
31 C -3.384 0.052 2.844  -1.026
32 H -4.659 -2.746 -0.995  0.339
33 H 0.382 7.486 0.514  0.269
34 C 0.164 0.164 1.579  -0.082
35 H 2.548 -5.852 -5.478  0.294
36 H -5.260 3.107 0.719  0.368
37 H 3.357 -2.062 -4.317  -0.246
38 H 6.268 1.066 -1.675  0.267
39 H -1.540 -2.018 3.461  0.133
40 H 3.479 1.166 -1.031  0.177
41 C 4.663 -3.912 -4.603  -0.692
42 H 6.760 -0.721 -1.700  0.376
43 H -7.338 0.603 1.217  0.229
44 H -8.232 -0.194 -0.838  0.298
45 C -0.162 6.565 0.073  0.078
46 H 3.795 1.320 0.818  0.329
47 H -7.449 -1.616 -1.740  0.290
48 H -9.008 -1.870 -0.654  0.245
49 F -0.807 5.143 3.602  -0.287
50 C 0.866 -0.362 2.951  -1.130
51 H 4.921 -1.331 -0.025  0.307
52 O 1.854 1.437 -2.968  -0.476
53 H -2.870 -1.276 -0.133  0.196
54 C -3.770 -1.390 0.570  -0.103
55 C 0.485 0.523 -1.124  0.842
56 N -1.195 0.749 1.558  2.193
57 H -4.192 -2.022 2.665  0.413
58 C 3.488 -4.669 -3.780  -0.072
59 F -2.042 5.995 1.539  -0.323
60 H -3.647 -0.117 3.965  0.327
61 F 0.737 5.983 -0.884  -0.221
62 H 4.629 -4.353 -5.679  0.324
63 C -3.180 1.942 0.165  -1.288
64 C -7.085 -1.540 0.556  0.477
65 C -1.985 -2.249 2.429  -0.952
66 H -6.557 -3.585 1.336  0.274
67 H 1.515 -1.309 2.768  0.501
68 H -1.462 0.729 3.777  0.563
69 H 0.097 -0.676 3.750  0.181
70 C -7.986 -1.321 -0.760  -0.942
71 H -2.340 2.031 2.819  0.286
72 H 2.636 -1.321 -0.604  0.339
73 H -6.277 -0.431 2.441  0.064
74 C -2.025 0.908 2.789  -1.093
75 H -1.238 -2.195 1.559  0.102
76 H -1.414 1.501 -2.089  0.462
77 H 2.355 -6.710 -3.827  0.328
78 C 1.070 0.040 0.284  0.122
79 O 1.874 2.010 2.812  -0.234
80 C -0.955 1.137 -1.093  -0.800
81 C -6.150 -2.668 0.745  -0.625
82 C 2.565 -0.541 0.259  -0.989
83 C 3.078 -6.071 -4.468  -1.168
84 H -4.050 -3.624 0.563  0.278
85 H 1.357 3.335 4.482  0.412
86 H 4.699 0.644 -3.453  0.317
87 O 1.332 -0.893 -3.140  -0.386
88 H -2.326 -3.363 2.478  0.470
89 F -1.310 7.058 -0.663  -0.260
90 C 5.130 -0.195 -0.184  -0.777
91 C 5.538 -1.426 -3.930  -1.005
92 H -4.526 -0.508 0.482  -0.109
93 C 0.129 5.481 2.550  0.415
94 H 4.401 -2.062 -5.844  0.445
95 F -0.918 4.210 0.620  -0.018
96 H 4.041 -6.692 -4.665  0.289
97 H 2.756 0.437 4.063  0.309

Cartesian forces (eV/Å) of the 3 atoms listed first:
-0.310 -0.756 -0.281
0.957 2.791 -1.205
1.635 0.337 -0.347


[3]
Density functional theory data (ωB97M-V/def2-TZVPD) for 3 unconnected molecules or ions with the total composition C35H50IN3O5 in a non-equilibrium geometry.

Computed properties:
multiplicity = 3
<S²> = 2.008
charge = 0
strongest force on any atom = 3.54 eV/Å
electronic energy = -59907.8828 eV
orbital gap (alpha / beta) = 8.205 / 8.202 eV

Last column: Löwdin spin population.
Element x y z (Å)
1 H 0.023 6.966 4.095  0.000
2 C 2.104 -2.408 -5.295  0.000
3 H -1.585 5.735 1.993  0.000
4 C 3.519 -2.622 -5.690  0.000
5 H -3.917 -0.546 -1.857  0.000
6 O 0.684 -0.425 -5.431  0.000
7 C 1.264 -0.346 -0.002  -0.001
8 C -3.414 2.812 5.832  0.000
9 H -3.857 -1.554 1.155  0.001
10 N -0.225 -5.134 -1.491  0.002
11 H -2.574 0.457 1.713  0.000
12 C 1.720 -0.908 -5.044  0.000
13 C 1.175 -3.521 -5.137  0.000
14 H -0.166 -1.393 2.044  0.003
15 H -3.522 4.830 7.092  0.000
16 H 0.166 5.836 2.152  0.000
17 H -2.626 -3.602 -0.837  0.000
18 C -0.539 -5.610 -2.858  0.000
19 H -0.578 4.292 1.801  -0.001
20 H -3.531 2.569 6.891  0.000
21 H 0.031 1.883 0.290  0.000
22 C -2.121 -0.522 1.897  0.001
23 H -0.462 1.321 -1.302  0.001
24 I 3.085 2.984 -0.950  0.000
25 C 0.326 3.835 5.859  0.001
26 H 1.317 4.826 4.226  0.001
27 C 4.238 -0.304 -4.676  0.000
28 C 0.705 -6.117 -5.163  0.000
29 H -1.729 6.922 4.236  0.001
30 H -0.811 -4.693 -3.456  0.000
31 O -2.182 3.187 3.436  0.576
32 O 1.932 -6.027 -3.073  0.000
33 H -0.693 6.398 5.572  0.000
34 H -2.786 -2.603 -2.292  0.000
35 C -0.262 -0.281 0.177  0.026
36 C -0.960 3.054 6.138  0.014
37 H -4.348 3.265 5.490  0.000
38 C 3.083 -5.088 -5.795  0.000
39 H -3.281 1.863 5.309  -0.001
40 N -2.093 4.250 4.229  0.336
41 N -0.961 -1.261 -0.708  0.346
42 C 4.027 -3.961 -5.958  0.000
43 H -1.468 -6.247 -2.750  0.000
44 H 3.504 -6.105 -6.009  0.000
45 C -2.576 4.978 6.568  0.001
46 H 2.055 -6.315 -2.154  0.000
47 H -1.032 2.860 7.211  0.001
48 H 6.352 0.230 -4.319  0.000
49 H -2.549 0.463 -1.635  0.001
50 H 1.538 -0.227 -1.053  0.000
51 H 0.207 -4.211 -1.494  0.000
52 H -0.870 2.079 5.649  0.003
53 C -0.813 6.384 4.490  0.001
54 H 1.445 1.041 -2.867  0.000
55 C 3.557 1.597 -2.525  0.000
56 C -3.198 -0.227 -1.100  0.001
57 C -0.703 5.213 2.373  -0.001
58 H -1.632 1.458 0.021  0.000
59 C -0.822 4.961 3.887  0.025
60 C -0.613 -0.468 1.662  0.014
61 H 5.090 -4.098 -6.257  0.000
62 O -0.384 -2.443 -0.527  0.558
63 H -2.441 -2.567 1.371  0.003
64 H 0.320 -5.817 -0.967  0.000
65 H 1.755 0.454 0.555  0.000
66 H -0.343 -5.884 -5.474  0.000
67 C -2.774 -1.588 1.013  0.015
68 C 2.485 0.850 -3.232  0.000
69 O 5.293 -1.247 -6.669  0.000
70 C 4.468 -1.377 -5.796  0.000
71 H -2.726 5.906 6.021  0.001
72 H 1.694 -1.282 0.358  -0.001
73 H 0.416 -7.495 -3.450  0.000
74 H 0.113 -3.327 -4.837  0.000
75 H -3.756 0.339 -0.350  0.000
76 C 1.685 -4.897 -5.372  0.000
77 C 0.651 -6.393 -3.576  0.000
78 C 2.824 -0.085 -4.288  0.000
79 H -4.091 -2.681 -1.106  0.000
80 C -0.612 1.169 -0.230  0.001
81 H 5.780 1.935 -2.408  0.000
82 C 5.303 0.426 -4.006  0.000
83 C -2.426 -1.429 -0.482  0.026
84 H -2.319 -0.744 2.951  0.001
85 H 0.373 4.729 6.488  0.000
86 C 0.426 4.212 4.383  0.013
87 H 1.134 -7.015 -5.692  0.000
88 H -1.812 5.148 7.331  0.000
89 H 0.578 3.298 3.797  0.003
90 H 1.194 3.230 6.141  0.001
91 C -3.005 -2.653 -1.222  0.000
92 C 4.959 1.383 -2.930  0.000
93 H -0.184 0.345 2.254  0.001
94 C -2.228 3.778 5.639  0.025

Cartesian forces (eV/Å) of the 3 atoms listed first:
-0.018 -0.208 -0.137
1.081 -0.902 -0.048
0.020 -0.085 0.062


Look up the charge of the first one. -2